No. 1
A cluster of 5 separate species, C2H13NO4 in total at a distorted geometry. Source: the Open Molecules 2025 dataset; level of theory: wB97M-V/def2-TZVPD.

structure (SMILES)	C=NC.O.O.O.O
charge	0
ΔE to the lowest compared entry with this formula, charge and spin	258.9	kJ/mol

Last column: natural (NBO) charge in e.
Positions of all 20 atoms, in Å:
C -0.649 1.308 0.245  -0.4648
C -2.533 -0.012 0.871  -0.0835
N -1.399 0.490 1.273  -0.3879
H -1.287 1.985 -0.081  0.1920
H -0.233 0.764 -0.603  0.2191
H 0.073 1.881 0.848  0.1905
H -3.281 -0.277 1.673  0.1693
H -2.856 -0.229 -0.134  0.1483
H 1.249 -1.306 -1.949  0.4603
H 1.841 -0.660 -0.677  0.4787
O 2.013 -1.298 -1.381  -0.9359
H 1.075 -2.877 0.909  0.4757
H -0.437 -2.494 0.676  0.4778
O 0.514 -2.172 0.666  -0.9526
H -0.346 0.043 -3.310  0.4697
H 0.841 0.460 -2.554  0.4707
O -0.089 0.591 -2.609  -0.9313
H 1.305 0.710 2.267  0.4817
H 2.159 1.753 1.490  0.4638
O 2.040 1.339 2.380  -0.9415


No. 2
A cluster of 5 separate species, C2H13NO4 in total at a distorted geometry. Source: the Open Molecules 2025 dataset; level of theory: wB97M-V/def2-TZVPD.

charge	0
ΔE to the lowest compared entry with this formula, charge and spin	721.8	kJ/mol

Last column: natural (NBO) charge in e.
Positions of all 20 atoms, in Å:
C 1.294 -0.281 -1.619  -0.5724
O 0.969 1.402 1.167  -1.0344
C -0.065 -0.309 -0.899  -0.2797
N -0.653 0.909 -0.855  -0.3434
H 1.130 -0.163 -2.691  0.2231
H 1.717 -1.260 -1.414  0.2544
H 1.996 0.460 -1.248  0.2551
H -0.682 -1.123 -1.267  0.2447
H 0.194 -0.572 0.236  0.4984
H -0.073 1.533 -0.246  0.4504
H -1.721 0.960 -0.672  0.4584
H -1.753 -1.677 1.695  0.4850
H 2.772 -1.108 1.453  0.4659
O -1.207 -0.992 1.300  -0.9295
H 1.133 1.857 1.991  0.4832
H 1.474 0.460 1.187  0.4960
O 2.007 -0.766 0.978  -1.0229
H -3.760 0.739 0.194  0.4743
H -1.865 -0.436 0.753  0.5073
O -2.908 0.369 -0.043  -1.1139


No. 3
A cluster of 5 separate species, C2H13NO4 in total at a distorted geometry. Source: the Open Molecules 2025 dataset; level of theory: wB97M-V/def2-TZVPD.

charge	0
ΔE to the lowest compared entry with this formula, charge and spin	701.6	kJ/mol

Last column: natural (NBO) charge in e.
Positions of all 20 atoms, in Å:
C -1.449 1.748 -0.128  -0.5673
O -1.008 -0.960 1.602  -1.0502
C -0.321 0.752 -0.541  -0.1951
N -0.817 -0.465 -0.932  -0.4073
H -2.029 1.947 -1.037  0.2247
H -0.947 2.613 0.292  0.2491
H -2.166 1.347 0.584  0.2378
H 0.286 1.213 -1.295  0.2238
H 0.331 0.571 0.438  0.4763
H -1.001 -1.058 -0.072  0.4535
H -0.111 -0.968 -1.572  0.4358
H 2.877 0.294 -0.406  0.4722
H 0.423 1.356 2.651  0.4841
O 2.108 -0.270 -0.218  -0.9541
H -1.687 -1.166 2.286  0.4787
H -0.595 -0.004 1.841  0.4899
O 0.034 1.189 1.782  -0.9655
H 0.955 -2.726 -1.859  0.4603
H 1.792 -0.713 -1.051  0.5107
O 1.089 -1.784 -2.001  -1.0573


no.,E_HOMO (eV),lowest unoccupied orbital energy (eV),molar mass (g mol⁻¹)
1,-9.63,0.3,115.1
2,-9.32,-4.2,115.1
3,-9.35,-3.8,115.1